C20H21F9N5ORu as an isolated structure. Source: the Open Molecules 2025 dataset; level of theory: wB97M-V/def2-TZVPD.

Charge: +3
Gap between HOMO and LUMO (alpha / beta) in eV: 5.975 / 5.975
Energy relative to the best compared isomer or geometry (same formula, charge and spin) in eV: 0.000
LUMO (alpha / beta) in eV: -12.50 / -12.50
HOMO energy (alpha / beta) in hartree: -0.6789 / -0.6789

Geometry as XYZ:
```
57
Properties=species:S:1:pos:R:3:forces:R:3
Ru -0.346 0.518 0.190 -0.183 -0.585 -0.062
F -0.147 3.096 0.398 -0.050 0.133 0.005
F -4.087 2.868 -0.372 -0.006 0.040 -0.032
F -0.106 4.135 -1.518 -0.024 -0.024 0.010
F 0.470 2.030 -1.345 0.108 -0.006 -0.105
F -2.537 3.968 -2.852 -0.001 -0.009 0.002
F -1.343 2.225 -3.376 -0.002 -0.010 -0.018
F -2.567 2.640 1.143 0.005 0.043 -0.084
F -2.659 4.466 -0.042 0.036 0.001 0.033
F -3.424 1.991 -2.827 0.036 0.011 -0.002
O -1.862 1.119 -0.847 0.402 0.048 0.810
N 0.119 -1.117 -0.476 0.222 -0.136 -0.083
N 0.891 0.693 1.774 -0.352 0.073 0.005
N 0.953 -2.511 -2.237 -0.055 0.141 -0.152
N -1.604 -0.273 1.644 0.037 0.155 -0.258
N 0.186 -0.388 -2.722 -0.021 -0.129 0.102
C 1.294 -3.630 -1.343 0.040 0.066 -0.028
C 1.566 -1.507 -4.399 -0.034 -0.019 -0.095
C -1.873 2.495 -1.114 0.081 -0.139 -0.254
C 0.449 -1.357 -1.864 0.025 0.004 0.268
C 1.119 -2.770 -3.694 -0.016 -0.044 0.115
C -1.009 -0.167 5.373 -0.081 -0.029 0.047
C 2.269 1.137 4.147 -0.048 -0.026 0.084
C -1.012 -0.111 2.981 0.120 0.087 -0.175
C -1.671 -0.385 4.147 0.110 -0.003 0.031
C 0.545 -0.418 -4.158 -0.038 0.103 0.088
C 0.271 0.313 5.406 0.051 0.021 0.027
C 0.293 0.396 2.984 -0.076 -0.029 0.075
C -0.422 3.038 -0.932 -0.138 0.153 0.221
C 1.422 -3.138 0.072 0.027 0.010 0.126
C 2.126 1.203 1.764 0.050 0.046 -0.107
C -2.840 3.162 -0.085 -0.026 -0.010 0.045
C 0.959 0.611 4.205 -0.025 0.008 -0.102
C 0.202 -2.308 0.418 -0.300 0.080 -0.099
C -2.340 2.696 -2.586 -0.005 -0.031 -0.003
C 2.847 1.424 2.931 0.035 0.013 -0.092
H 0.510 -4.386 -1.437 0.024 -0.019 -0.011
H -0.412 0.367 -2.423 -0.103 -0.033 -0.097
H 0.264 -1.945 1.440 0.036 -0.012 0.027
H 2.545 1.444 0.793 0.004 0.004 0.012
H 0.935 0.569 -4.402 -0.011 -0.015 -0.069
H 2.224 -4.059 -1.709 0.013 -0.015 0.051
H -2.689 -0.757 4.147 -0.003 -0.009 -0.032
H 1.855 -3.565 -3.782 -0.003 0.003 -0.043
H 2.555 -1.208 -4.050 -0.007 0.001 0.020
H 0.166 -3.140 -4.080 0.013 0.004 -0.024
H -1.535 -0.380 6.294 0.012 -0.001 0.003
H -0.371 -0.582 -4.726 0.023 -0.003 -0.019
H 1.469 -3.984 0.757 0.019 0.001 0.006
H 1.640 -1.698 -5.468 0.032 0.010 0.002
H -0.709 -2.906 0.305 0.012 0.021 -0.079
H -1.856 -1.247 1.479 -0.021 0.000 -0.026
H 3.845 1.834 2.864 0.001 -0.006 -0.005
H 2.334 -2.552 0.211 0.002 0.004 -0.031
H 0.768 0.481 6.353 0.007 -0.006 -0.004
H -2.483 0.251 1.577 0.049 0.067 -0.027
H 2.812 1.321 5.066 -0.006 -0.002 0.005
```
Positions in Å, forces in eV/Å.